[1]
{"formula": "C24H58B3N19O15", "method": "ωB97M-V/def2-TZVPD", "max_force_ev_per_a": 3.21, "e_homo_ha": -0.3057, "gap_ha": 0.32039, "symbols": ["C", "C", "O", "N", "B", "O", "B", "O", "B", "C", "O", "C", "C", "C", "C", "C", "C", "C", "C", "C", "C", "O", "C", "C", "O", "H", "H", "H", "H", "H", "H", "H", "H", "H", "H", "H", "H", "H", "H", "H", "H", "H", "H", "H", "H", "H", "H", "C", "O", "N", "N", "H", "H", "H", "H", "C", "O", "N", "N", "H", "H", "H", "H", "C", "O", "N", "N", "H", "H", "H", "H", "C", "O", "N", "N", "H", "H", "H", "H", "C", "O", "N", "N", "H", "H", "H", "H", "C", "O", "N", "N", "H", "H", "H", "H", "C", "O", "N", "N", "H", "H", "H", "H", "C", "O", "N", "N", "H", "H", "H", "H", "C", "O", "N", "N", "H", "H", "H", "H"], "positions_angstrom": [[4.4541, -0.8732, 0.1103], [2.9662, -0.4434, -0.0529], [2.1354, -1.3220, -0.1508], [2.5412, 0.9502, -0.0463], [2.1961, 1.4602, -1.3842], [2.4376, 2.7610, -1.8714], [1.1285, 3.2881, -2.1375], [0.0933, 2.4953, -2.7158], [0.1750, 1.1487, -2.2659], [-1.0350, 0.2593, -1.7179], [-2.3337, 0.8797, -1.8072], [-2.7770, 1.3695, -0.5809], [-2.3073, 2.6949, -0.1655], [-2.7344, 3.3211, 1.0916], [-2.2008, 4.7278, 1.5089], [-3.6680, 2.6320, 1.9745], [-4.1252, 1.2867, 1.5736], [-3.6971, 0.6302, 0.3271], [-4.2021, -0.8181, -0.0383], [-2.8844, -1.7354, -0.1032], [-5.0867, -1.4620, 1.1220], [1.4915, 0.5826, -2.2712], [3.4633, 1.8219, 0.6896], [3.1385, 2.0000, 2.2269], [4.4230, 2.3767, 0.2249], [4.7905, -0.5022, 1.1301], [5.0689, -0.3768, -0.6822], [4.5111, -1.9853, 0.1199], [0.9527, 4.4169, -1.8030], [-0.9961, -0.7350, -2.2575], [-0.7782, 0.0056, -0.6448], [-1.5935, 3.2302, -0.8318], [-1.0784, 4.7243, 1.5748], [-2.5736, 5.4779, 0.7674], [-2.5674, 4.9318, 2.5531], [-4.0230, 3.1148, 2.9203], [-4.8418, 0.7981, 2.2809], [-4.7475, -0.8067, -1.0142], [-2.5459, -1.8205, -1.1700], [-3.0364, -2.7227, 0.3971], [-2.0613, -1.1916, 0.4428], [-4.4663, -1.3568, 2.0509], [-6.0795, -0.9522, 1.2387], [-5.1634, -2.5582, 0.9346], [3.2647, 0.9779, 2.6765], [3.7603, 2.7895, 2.7030], [2.0301, 2.2168, 2.2722], [-4.3472, 5.4562, -2.1663], [-4.2922, 6.0253, -1.0772], [-4.7517, 6.0856, -3.2998], [-4.0108, 4.1550, -2.3299], [-4.8043, 5.6360, -4.1971], [-5.0113, 7.0542, -3.2206], [-3.7059, 3.6512, -1.5098], [-4.0499, 3.6751, -3.2149], [-4.1994, -4.3301, 3.3510], [-3.9406, -3.3642, 2.6505], [-3.3060, -5.3312, 3.5791], [-5.4054, -4.4878, 3.9640], [-3.4987, -6.1324, 4.1506], [-2.4042, -5.2489, 3.1425], [-6.0910, -3.7677, 3.8184], [-5.6389, -5.2724, 4.5430], [3.3126, -3.7703, -3.8303], [4.0540, -4.6760, -4.1859], [3.1233, -3.4529, -2.5258], [2.6149, -3.0032, -4.7130], [2.5196, -2.7134, -2.2100], [3.6230, -3.9975, -1.8445], [2.7300, -3.2082, -5.6896], [2.0031, -2.2562, -4.4405], [-8.1162, 7.5276, -0.4074], [-7.8739, 8.4920, -1.1145], [-7.2142, 6.5364, -0.1835], [-9.3182, 7.3631, 0.2201], [-7.3961, 5.7371, 0.3938], [-6.3129, 6.6218, -0.6298], [-10.0107, 8.0767, 0.0778], [-9.5394, 6.5798, 0.8052], [6.5537, -1.2623, 3.5501], [5.6501, -0.9452, 2.7764], [7.8634, -0.9923, 3.2942], [6.3258, -1.9029, 4.7125], [8.6141, -1.2425, 3.9097], [8.0749, -0.5141, 2.4358], [5.3708, -2.1197, 4.9389], [7.0485, -2.1693, 5.3537], [6.9773, -6.4287, -6.2947], [7.6656, -5.8635, -5.4615], [7.5090, -7.2522, -7.2466], [5.6259, -6.2906, -6.3504], [6.9639, -7.7271, -7.9410], [8.5053, -7.3792, -7.2375], [5.1916, -5.6903, -5.6641], [5.0482, -6.7490, -7.0293], [6.2437, -4.6942, 1.6714], [5.3508, -4.7618, 2.4998], [6.8142, -5.8007, 1.1161], [6.7473, -3.5085, 1.2297], [7.5483, -5.7678, 0.4335], [6.4681, -6.6945, 1.4173], [6.3494, -2.6661, 1.6176], [7.4807, -3.4329, 0.5496], [4.2844, 0.0375, 7.3657], [5.0394, -0.8500, 7.0029], [4.1054, 0.3582, 8.6767], [3.5570, 0.7824, 6.4891], [3.4904, 1.0833, 8.9952], [4.6267, -0.1714, 9.3531], [3.6640, 0.5736, 5.5112], [2.9311, 1.5157, 6.7647], [-6.3179, 2.4316, -4.5658], [-5.3415, 3.1088, -4.8550], [-6.8944, 1.5678, -5.4438], [-6.9065, 2.4866, -3.3429], [-7.6944, 1.0036, -5.2274], [-6.4837, 1.5019, -6.3587], [-6.5039, 3.1164, -2.6674], [-7.7067, 1.9410, -3.0837]], "lowdin_charge": [0.02, -0.39, 0.09, 0.20, -0.58, 0.24, -0.23, 0.22, -0.43, -0.06, -0.08, -0.21, 0.01, -0.24, -0.06, -0.03, -0.02, -0.09, -0.30, -0.06, -0.12, 0.25, -0.41, 0.02, 0.14, 0.06, 0.11, 0.08, 0.12, 0.14, 0.14, 0.12, 0.08, 0.07, 0.07, 0.10, 0.09, 0.13, 0.07, 0.06, 0.08, 0.06, 0.08, 0.07, 0.08, 0.09, 0.09, -0.67, -0.01, 0.17, 0.18, 0.09, 0.11, 0.06, 0.08, -0.66, 0.00, 0.15, 0.16, 0.09, 0.11, 0.11, 0.09, -0.68, 0.01, 0.17, 0.15, 0.08, 0.11, 0.10, 0.09, -0.70, 0.02, 0.16, 0.14, 0.09, 0.06, 0.10, 0.09, -0.68, -0.03, 0.16, 0.18, 0.10, 0.11, 0.10, 0.11, -0.70, 0.02, 0.13, 0.16, 0.09, 0.10, 0.06, 0.09, -0.69, 0.02, 0.15, 0.16, 0.09, 0.10, 0.05, 0.10, -0.68, 0.02, 0.15, 0.16, 0.09, 0.10, 0.10, 0.10, -0.68, 0.01, 0.15, 0.17, 0.09, 0.11, 0.09, 0.10]}


[2]
{"formula": "C24H58FNO9S", "method": "ωB97M-V/def2-TZVPD", "max_force_ev_per_a": 5.33, "smiles": "CCOCCOCCOCN(C)S(=O)(=O)F.CCOCC.CCOCC.CCOCC.CCOCC", "e_homo_ha": -0.3518, "gap_ha": 0.36665, "relative_energy_kj_mol": 135.2, "symbols": ["C", "C", "O", "C", "C", "O", "C", "C", "O", "C", "N", "C", "S", "O", "O", "F", "H", "H", "H", "H", "H", "H", "H", "H", "H", "H", "H", "H", "H", "H", "H", "H", "H", "H", "C", "C", "O", "C", "C", "H", "H", "H", "H", "H", "H", "H", "H", "H", "H", "C", "C", "O", "C", "C", "H", "H", "H", "H", "H", "H", "H", "H", "H", "H", "C", "C", "O", "C", "C", "H", "H", "H", "H", "H", "H", "H", "H", "H", "H", "C", "C", "O", "C", "C", "H", "H", "H", "H", "H", "H", "H", "H", "H", "H"], "positions_angstrom": [[1.2808, 2.7404, 1.4374], [0.6607, 1.3595, 0.9908], [-0.7516, 1.5307, 0.9984], [-1.4290, 0.2942, 1.0199], [-1.3569, -0.4086, 2.4268], [-2.2946, -1.4706, 2.5293], [-2.9536, -1.4983, 3.7852], [-2.0139, -1.6308, 5.0207], [-1.6466, -3.0053, 5.1550], [-0.2908, -3.2361, 4.8085], [-0.2699, -4.5606, 4.1455], [-1.0019, -4.5346, 2.8542], [1.3347, -5.0898, 3.8875], [1.9195, -4.5184, 2.6510], [1.2946, -6.5671, 3.8794], [2.2551, -4.6458, 5.1470], [0.5375, 3.1986, 2.1241], [1.4074, 3.3249, 0.5099], [2.2141, 2.6070, 2.0143], [1.0590, 1.1304, -0.0250], [1.0252, 0.5643, 1.6738], [-2.5115, 0.4574, 0.8232], [-1.0637, -0.3889, 0.2172], [-0.3401, -0.8749, 2.4715], [-1.4236, 0.3541, 3.2267], [-3.5831, -2.4146, 3.7798], [-3.6705, -0.6552, 3.9310], [-2.6311, -1.3871, 5.9158], [-1.1617, -0.9252, 5.0331], [0.0286, -2.4529, 4.0872], [0.3033, -3.2438, 5.7461], [-0.8362, -3.5559, 2.3577], [-0.6310, -5.3064, 2.1495], [-2.0621, -4.7516, 3.0588], [-2.2882, 2.2626, -2.6532], [-0.8451, 2.6041, -2.9822], [0.0678, 1.5621, -2.6819], [-0.1366, 0.3318, -3.3573], [-0.0573, 0.4450, -4.8696], [-2.3854, 2.0036, -1.5962], [-2.9372, 3.1134, -2.8682], [-2.6497, 1.4129, -3.2347], [-0.5385, 3.4603, -2.3796], [-0.7427, 2.9088, -4.0288], [-1.0869, -0.1167, -3.0466], [0.6505, -0.3401, -3.0091], [-0.8287, 1.1029, -5.2721], [-0.1810, -0.5369, -5.3299], [0.9093, 0.8522, -5.1721], [2.4997, -0.5203, -9.2810], [2.1576, 0.9543, -9.1505], [2.1998, 1.4331, -7.8170], [3.4476, 1.3284, -7.1511], [4.5708, 2.0875, -7.8357], [1.8237, -1.1236, -8.6710], [2.4127, -0.8387, -10.3213], [3.5175, -0.7343, -8.9517], [1.1355, 1.1125, -9.4978], [2.8011, 1.5637, -9.7933], [3.7144, 0.2753, -7.0110], [3.2946, 1.7439, -6.1533], [4.7705, 1.7073, -8.8387], [5.4918, 2.0036, -7.2563], [4.3134, 3.1443, -7.9309], [-7.9860, -2.6080, -0.1748], [-6.8816, -1.7019, 0.3428], [-6.4383, -2.0320, 1.6483], [-5.8995, -3.3326, 1.8151], [-4.6845, -3.6063, 0.9453], [-8.8435, -2.5876, 0.5011], [-8.3107, -2.2818, -1.1644], [-7.6582, -3.6452, -0.2574], [-7.2593, -0.6800, 0.3996], [-6.0350, -1.6810, -0.3513], [-6.6762, -4.0876, 1.6531], [-5.6107, -3.4085, 2.8653], [-4.9209, -3.5496, -0.1184], [-4.2913, -4.6049, 1.1481], [-3.8994, -2.8736, 1.1466], [4.8821, 1.9861, 4.4144], [5.4282, 3.0475, 3.4744], [4.6956, 4.2620, 3.5041], [4.6381, 4.9296, 4.7537], [6.0000, 5.3224, 5.2995], [3.8368, 1.7716, 4.1799], [5.4588, 1.0640, 4.3233], [4.9251, 2.3033, 5.4573], [5.3667, 2.6751, 2.4506], [6.4880, 3.2386, 3.6714], [4.0840, 4.3255, 5.4803], [4.0477, 5.8322, 4.5881], [6.6316, 4.4534, 5.4896], [5.8882, 5.8670, 6.2386], [6.5262, 5.9605, 4.5866]], "lowdin_charge": [-0.05, -0.26, -0.16, -0.19, -0.19, -0.17, -0.17, -0.17, -0.12, -0.24, -0.22, -0.07, 0.74, -0.29, -0.29, -0.17, 0.08, 0.07, 0.06, 0.12, 0.11, 0.13, 0.13, 0.11, 0.14, 0.12, 0.14, 0.13, 0.12, 0.12, 0.14, 0.09, 0.10, 0.10, -0.07, -0.27, -0.17, -0.28, -0.07, 0.07, 0.08, 0.07, 0.12, 0.11, 0.10, 0.12, 0.07, 0.08, 0.07, -0.08, -0.28, -0.17, -0.29, -0.08, 0.08, 0.08, 0.06, 0.12, 0.11, 0.11, 0.11, 0.07, 0.08, 0.08, -0.08, -0.28, -0.16, -0.28, -0.07, 0.08, 0.08, 0.06, 0.12, 0.11, 0.11, 0.11, 0.07, 0.08, 0.06, -0.08, -0.28, -0.17, -0.28, -0.08, 0.07, 0.08, 0.07, 0.12, 0.11, 0.11, 0.12, 0.06, 0.08, 0.08]}